<P>
# C5H13NO2

2 unconnected molecules or ions with the total composition C5H13NO2 (the ωB97M-V functional and the def2-TZVPD basis, the Open Molecules 2025 dataset).

Summary:
- Gap between HOMO and LUMO: 3.74 eV

Structure (ORCA input):
```
! wB97M-V def2-TZVPD RIJCOSX def2/J DEFGRID3
* xyz 0 1
O -2.784 -0.873 0.713
C -1.552 -1.262 0.430
C -0.703 -0.110 -0.246
C 0.220 -0.640 -1.348
C 1.651 -0.396 -0.815
C 2.749 1.160 0.636
N 1.740 0.873 -0.280
H -1.572 -2.077 -0.329
H -0.147 0.352 0.582
H -1.460 0.582 -0.607
H 0.168 -1.736 -1.336
H 0.032 -0.329 -2.369
H 2.389 -0.573 -1.623
H 1.803 -1.250 -0.130
H 3.759 0.871 0.302
H 2.671 0.677 1.630
H 2.784 2.215 0.905
H -4.195 1.816 1.210
H -1.000 -1.645 1.303
H -3.184 0.691 0.584
O -3.370 1.656 0.787
*
```

<Q>
# C5H13NO2

2 unconnected molecules or ions with the total composition C5H13NO2 (the ωB97M-V functional and the def2-TZVPD basis, the Open Molecules 2025 dataset).

Summary:
- SMILES: CC[C@@H](C=O)NC.O
- Gap between HOMO and LUMO: 10.55 eV

Structure (ORCA input):
```
! wB97M-V def2-TZVPD RIJCOSX def2/J DEFGRID3
* xyz 0 1
C 1.836 1.570 1.523
C 0.674 1.381 0.521
C 0.549 -0.089 0.102
C -0.039 -1.046 1.118
O 0.526 -2.070 1.432
N -0.530 -0.272 -0.941
C -0.180 -1.320 -1.943
H 1.591 2.391 2.192
H 2.691 1.869 0.925
H 2.007 0.610 2.001
H 0.808 1.894 -0.440
H -0.268 1.709 0.982
H 1.506 -0.367 -0.341
H -0.919 -0.673 1.647
H -0.573 0.600 -1.463
H -0.550 -1.029 -2.920
H -0.615 -2.245 -1.555
H 0.900 -1.516 -1.990
O -3.547 -0.615 -0.269
H -2.691 -1.021 -0.506
H -3.177 0.237 -0.073
*
```

We find <Q> to be the most stable, with the next structure 140.2 kcal/mol higher.

<P>
# C5H13NO2

3 unconnected molecules or ions with the total composition C5H13NO2 (the ωB97M-V functional and the def2-TZVPD basis, the Open Molecules 2025 dataset).

Summary:
- SMILES: C=C/C=C/NC.O.O
- Gap between HOMO and LUMO: 8.11 eV

Structure (ORCA input):
```
! wB97M-V def2-TZVPD RIJCOSX def2/J DEFGRID3
* xyz 0 1
C -2.082 1.439 1.680
C -1.521 0.407 1.049
C -1.134 0.360 -0.352
C -0.265 -0.509 -0.889
N 0.060 -0.526 -2.234
C 0.275 -1.824 -2.883
H -2.315 1.410 2.730
H -2.392 2.265 1.049
H -1.287 -0.504 1.582
H -1.608 1.129 -0.963
H 0.296 -1.187 -0.254
H -0.371 0.164 -2.823
H -0.522 -1.998 -3.604
H 1.193 -1.816 -3.421
H 0.304 -2.619 -2.146
O 1.382 -0.793 2.185
H 0.830 -0.190 2.697
H 1.426 -1.639 2.645
O 2.135 1.696 0.867
H 1.722 1.096 0.235
H 2.360 1.089 1.576
*
```

<Q>
# C5H13NO2

2 unconnected molecules or ions with the total composition C5H13NO2 (the ωB97M-V functional and the def2-TZVPD basis, the Open Molecules 2025 dataset).

Summary:
- SMILES: CC(=O)NC(C)C.O
- Gap between HOMO and LUMO: 10.09 eV

Structure (ORCA input):
```
! wB97M-V def2-TZVPD RIJCOSX def2/J DEFGRID3
* xyz 0 1
C -0.283 -0.719 2.481
C -0.777 0.285 1.438
O -1.841 0.961 1.443
N 0.149 0.362 0.393
C 0.042 1.208 -0.737
C -1.339 0.971 -1.436
C 1.292 0.854 -1.609
H -0.604 -0.608 3.522
H -0.585 -1.770 2.247
H 0.845 -0.707 2.514
H 0.873 -0.368 0.477
H 0.068 2.407 -0.243
H -1.496 -0.090 -1.432
H -2.200 1.515 -0.966
H -1.467 1.307 -2.496
H 2.176 1.061 -0.975
H 1.382 1.531 -2.557
H 1.432 -0.127 -1.945
O 1.047 -2.638 0.227
H 0.835 -3.451 -0.157
H 0.449 -1.984 -0.190
*
```

<R>
# C5H13NO2

2 unconnected molecules or ions with the total composition C5H13NO2 (the ωB97M-V functional and the def2-TZVPD basis, the Open Molecules 2025 dataset).

Summary:
- SMILES: CC(C)CNC=O.O
- Gap between HOMO and LUMO: 10.88 eV

Structure (ORCA input):
```
! wB97M-V def2-TZVPD RIJCOSX def2/J DEFGRID3
* xyz 0 1
C -0.875 1.157 -0.590
C 0.591 1.113 -0.135
C 1.492 1.036 -1.349
C 0.871 -0.070 0.792
N 0.055 -0.135 1.998
C -1.082 -0.890 1.961
O -1.322 -1.713 1.104
H -1.154 2.004 -1.205
H -1.060 0.242 -1.148
H -1.560 1.106 0.260
H 0.750 1.984 0.507
H 2.559 0.951 -1.120
H 1.353 1.774 -2.136
H 1.253 0.105 -1.807
H 1.898 0.100 1.117
H 0.929 -1.073 0.375
H -0.031 0.738 2.504
H -1.699 -0.844 2.859
O -0.878 -2.295 -1.637
H -0.575 -2.277 -0.715
H -1.516 -3.013 -1.636
*
```

We find <R> to be the most stable, with the next structure 22.5 kcal/mol higher.

<P>
# C5H13NO2

2 unconnected molecules or ions with the total composition C5H13NO2 (the ωB97M-V functional and the def2-TZVPD basis, the Open Molecules 2025 dataset).

Summary:
- SMILES: CC(=O)N(C)O.CC
- Gap between HOMO and LUMO: 10.26 eV

Structure (ORCA input):
```
! wB97M-V def2-TZVPD RIJCOSX def2/J DEFGRID3
* xyz 0 1
C 0.157 -1.759 -0.811
C 0.451 -0.405 -1.410
O 1.613 -0.006 -1.511
N -0.641 0.381 -1.739
C -0.460 1.497 -2.644
O -1.846 -0.303 -2.017
H 0.981 -2.438 -1.050
H 0.076 -1.660 0.274
H -0.758 -2.207 -1.201
H 0.316 2.162 -2.253
H -1.401 2.045 -2.746
H -0.143 1.118 -3.621
H -2.398 -0.031 -1.260
C 0.024 0.682 2.420
C 0.989 -0.280 3.077
H 0.010 1.636 2.955
H -0.990 0.270 2.421
H 0.318 0.874 1.384
H 0.987 -1.243 2.558
H 0.709 -0.452 4.120
H 2.007 0.120 3.053
*
```

<Q>
# C5H13NO2

A molecular structure, C5H13NO2 (the ωB97M-V functional and the def2-TZVPD basis, the Open Molecules 2025 dataset).

Summary:
- Gap between HOMO and LUMO: 9.39 eV

Structure (ORCA input):
```
! wB97M-V def2-TZVPD RIJCOSX def2/J DEFGRID3
* xyz 0 1
C -1.120 -0.313 -1.492
C 1.057 0.230 -1.485
C -1.756 0.917 -0.901
O -1.325 -1.462 -0.990
H -1.420 -1.480 0.225
H -0.946 -0.297 -2.567
H -1.377 1.822 -1.372
H 0.789 1.002 -2.207
H 1.382 -0.668 -2.013
H 1.927 0.631 -0.946
H -1.600 0.974 0.175
H -2.835 0.849 -1.077
C 1.747 0.277 1.753
N 0.576 -0.310 1.121
C -0.310 -0.926 1.845
O -1.372 -1.485 1.414
H 0.560 -0.096 -0.152
H -0.156 -0.972 2.930
H 2.657 -0.199 1.381
H 1.718 0.165 2.840
H 1.805 1.342 1.518
*
```

We find <P> to be the most stable, with the next structure 30.2 kcal/mol higher.

<P>
# C5H13NO2

A molecular structure, C5H13NO2 (the ωB97M-V functional and the def2-TZVPD basis, the Open Molecules 2025 dataset).

Summary:
- Gap between HOMO and LUMO: 10.21 eV

Structure (ORCA input):
```
! wB97M-V def2-TZVPD RIJCOSX def2/J DEFGRID3
* xyz 0 1
C 1.223 -0.307 -1.010
O 2.563 -0.770 -0.764
C 0.422 -0.009 0.186
C -1.131 -0.176 -0.112
C -1.459 0.187 -1.573
C -1.499 1.508 -1.974
N 0.489 -1.297 1.502
H 1.282 0.484 -1.798
H 0.654 -1.027 -1.450
H 2.521 -1.316 0.051
H 0.560 1.005 0.624
H -1.755 0.434 0.613
H -1.329 -1.248 0.082
H -1.608 -0.589 -2.322
H -1.763 1.955 -2.962
H -1.045 2.207 -1.182
H 1.129 -0.476 1.090
H 0.223 -2.142 0.932
H 0.068 -0.049 2.774
H 0.398 0.754 4.121
O 0.057 0.874 3.171
*
```

<Q>
# C5H13NO2

2 unconnected molecules or ions with the total composition C5H13NO2 (the ωB97M-V functional and the def2-TZVPD basis, the Open Molecules 2025 dataset).

Summary:
- SMILES: C[C@H](C=O)N(C)C.O
- Gap between HOMO and LUMO: 8.29 eV

Structure (ORCA input):
```
! wB97M-V def2-TZVPD RIJCOSX def2/J DEFGRID3
* xyz 0 1
C 1.356 1.124 0.012
C 0.211 0.157 -0.225
C -0.889 0.664 0.769
O -1.351 0.094 1.713
N 0.537 -1.235 -0.035
C 1.145 -1.582 1.251
C -0.625 -2.149 -0.310
H 1.064 2.125 -0.314
H 1.944 1.173 0.942
H 2.207 0.689 -0.538
H -0.183 0.354 -1.227
H -1.098 1.714 0.446
H 0.450 -1.485 2.097
H 2.108 -1.040 1.231
H 1.393 -2.643 1.164
H -0.933 -1.670 -1.250
H -0.251 -3.156 -0.442
H -1.382 -1.949 0.463
O -0.499 2.445 -2.466
H -0.507 2.297 -3.413
H -0.799 3.354 -2.349
*
```

<R>
# C5H13NO2

2 unconnected molecules or ions with the total composition C5H13NO2 (the ωB97M-V functional and the def2-TZVPD basis, the Open Molecules 2025 dataset).

Summary:
- SMILES: CCCNC(C)=O.O
- Gap between HOMO and LUMO: 10.31 eV

Structure (ORCA input):
```
! wB97M-V def2-TZVPD RIJCOSX def2/J DEFGRID3
* xyz 0 1
C 0.122 1.939 -1.079
C 1.160 1.571 -0.046
C 1.452 0.038 0.022
N 0.292 -0.822 -0.161
C -0.544 -1.291 0.791
C -0.021 -1.418 2.213
O -1.589 -1.861 0.492
H 0.539 1.773 -2.076
H -0.805 1.354 -1.105
H -0.251 2.939 -0.924
H 2.140 1.976 -0.298
H 0.822 1.860 0.950
H 2.066 -0.190 -0.857
H 1.950 -0.208 0.953
H -0.144 -0.784 -1.073
H 0.558 -2.327 2.272
H -0.895 -1.475 2.856
H 0.600 -0.571 2.482
O -2.131 -0.609 -1.914
H -2.562 -0.771 -1.054
H -2.759 -1.121 -2.445
*
```

<S>
# C5H13NO2

3 unconnected molecules or ions with the total composition C5H13NO2 (the ωB97M-V functional and the def2-TZVPD basis, the Open Molecules 2025 dataset).

Summary:
- SMILES: C=C/C(C)=C/N.O.O
- Gap between HOMO and LUMO: 8.65 eV

Structure (ORCA input):
```
! wB97M-V def2-TZVPD RIJCOSX def2/J DEFGRID3
* xyz 0 1
C -2.217 0.453 0.322
C -0.964 0.773 0.620
C 0.044 1.131 -0.394
C 0.885 2.367 -0.118
C 0.345 0.299 -1.396
N 1.421 0.523 -2.269
H -2.530 0.573 -0.697
H -2.994 0.016 0.934
H -0.596 0.762 1.646
H 1.891 2.098 0.215
H 0.456 2.864 0.739
H 0.838 3.087 -0.933
H -0.174 -0.650 -1.513
H 2.318 0.714 -1.858
H 1.391 0.037 -3.144
O -1.710 -3.562 0.285
H -2.397 -2.901 0.387
H -0.848 -3.146 0.273
O 1.982 -1.727 2.426
H 1.662 -1.835 1.517
H 1.195 -1.876 2.960
*
```

We find <R> to be the most stable, with the next structure 42.3 kcal/mol higher.